A 2-piece molecular cluster, CH3BrO overall. Source: OMol25; level of theory: wB97M-V/def2-TZVPD.

Geometry as XYZ:
```
6
Properties=species:S:1:pos:R:3:mulliken_charge:R:1
Br 1.46838 0.86582 -1.63237 0.064
O 1.13072 -0.61648 -0.89382 -0.473
H -0.41618 0.94687 0.48370 0.333
H 0.06620 -0.65123 1.23229 0.237
H -1.56874 -0.54041 0.21716 0.255
C -0.68037 -0.00456 0.59305 -0.417
```

Properties
- net charge = 0
- E_LUMO (spin up / spin down) (eV) = -2.12 / -2.11
- ΔE to the lowest compared entry with this formula, charge and spin (kcal/mol) = 122.9
- Kohn-Sham gap (spin up / spin down) (eV) = 6.634 / 6.635